The following is a DFT calculation (wB97M-V/def2-TZVPD) of a cluster of 3 separate species, C5H14NO in total at a distorted geometry.

Cartesian coordinates (Å):
C -0.548 1.842 -0.180
C -1.811 1.062 -0.678
C -1.716 -0.428 -0.666
C -2.238 -1.154 -1.699
C -1.053 -1.152 0.423
N 4.138 -0.332 1.236
H -0.100 2.290 -1.065
H -0.644 2.602 0.594
H -2.076 1.486 -1.642
H -2.448 1.351 0.182
H -2.621 -0.731 -2.612
H -1.978 -2.199 -1.785
H -1.597 -1.147 1.373
H -0.933 -2.195 0.119
H 0.105 -0.775 0.490
H 4.702 -0.514 0.413
H 4.457 0.566 1.574
H 3.150 -0.513 1.083
H 0.266 1.189 0.133
H 1.570 -0.731 1.820
O 1.374 -0.515 0.888

**Total charge**: +1
**Orbital gap**: 4.1 eV
**ΔE to the lowest compared entry with this formula, charge and spin**: 8.0104 eV
**Multiplicity**: 1

Listed below, in e, are the Löwdin charges computed for each atom:
1. C -0.064
2. C -0.164
3. C -0.273
4. C 0.232
5. C 0.065
6. N 0.114
7. H 0.081
8. H 0.089
9. H 0.120
10. H 0.140
11. H 0.107
12. H 0.097
13. H 0.142
14. H 0.112
15. H 0.083
16. H 0.045
17. H 0.045
18. H -0.035
19. H 0.039
20. H 0.079
21. O -0.054

---

The following is a DFT calculation (wB97M-V/def2-TZVPD) of a cluster of 11 separate species, C17H28Cl30OSi in total.

Cartesian coordinates (Å):
C 3.324 -4.362 -1.110
C 3.679 -3.273 -0.078
C 3.616 -1.837 -0.661
C 4.813 -0.965 -0.254
Si 2.035 -0.961 -0.167
C 2.025 -0.637 1.671
C 0.446 -1.885 -0.692
O -0.473 -2.096 0.386
C -0.193 -3.271 1.105
H 4.163 -5.034 -1.306
H 3.049 -3.905 -2.062
H 2.483 -4.987 -0.801
H 3.007 -3.373 0.783
H 4.683 -3.438 0.327
H 3.630 -1.932 -1.751
H 5.723 -1.278 -0.776
H 5.017 -1.036 0.820
H 4.674 0.100 -0.474
H 2.025 0.345 -0.874
H 1.017 -0.442 2.043
H 2.647 0.237 1.883
H 2.437 -1.480 2.234
H 0.667 -2.842 -1.186
H -0.080 -1.267 -1.429
H -0.959 -3.380 1.873
H 0.791 -3.214 1.592
H -0.205 -4.153 0.451
Cl -4.099 -1.619 1.376
C -2.959 -0.328 0.992
Cl -3.799 1.072 0.326
Cl -2.018 0.123 2.409
H -2.264 -0.715 0.259
Cl -5.692 3.489 -1.046
C -7.366 3.667 -0.526
Cl -8.462 3.673 -1.907
Cl -7.808 2.405 0.622
H -7.462 4.621 -0.025
Cl -10.800 6.290 -0.922
C -10.897 5.425 0.603
Cl -9.496 5.772 1.619
Cl -12.394 5.810 1.459
H -10.899 4.363 0.391
Cl 7.178 1.255 0.798
C 6.125 2.639 0.533
Cl 5.834 2.905 -1.184
Cl 4.597 2.439 1.399
H 6.619 3.515 0.933
Cl -13.987 3.854 5.251
C -14.695 3.705 3.645
Cl -14.340 2.128 2.939
Cl -16.431 4.006 3.684
H -14.238 4.453 3.012
Cl 4.644 3.228 -4.479
C 3.043 3.382 -3.753
Cl 1.792 3.441 -4.999
Cl 2.733 2.089 -2.601
H 3.018 4.317 -3.207
Cl -0.720 0.619 -4.432
C -1.798 2.008 -4.336
Cl -2.739 2.183 -5.817
Cl -2.847 1.890 -2.926
H -1.184 2.893 -4.225
Cl 7.592 1.781 4.369
C 8.990 0.937 5.025
Cl 10.026 0.337 3.728
Cl 9.896 1.966 6.132
H 8.631 0.083 5.583
Cl 2.461 -1.251 -4.227
C 3.015 -2.692 -5.083
Cl 4.629 -3.152 -4.542
Cl 1.875 -4.022 -4.895
H 3.074 -2.445 -6.135
Cl 2.352 -5.775 2.191
C 3.903 -6.498 2.617
Cl 4.480 -7.551 1.328
Cl 5.090 -5.249 2.992
H 3.758 -7.100 3.504

**Total charge**: 0
**Orbital gap**: 9.5 eV
**Multiplicity**: 1
**SMILES string**: CC[C@H](C)[Si@H](C)COC.ClC(Cl)Cl.ClC(Cl)Cl.ClC(Cl)Cl.ClC(Cl)Cl.ClC(Cl)Cl.ClC(Cl)Cl.ClC(Cl)Cl.ClC(Cl)Cl.ClC(Cl)Cl.ClC(Cl)Cl

Listed below, in e, are the Löwdin charges computed for each atom:
1. C -0.105
2. C -0.269
3. C -0.450
4. C -0.156
5. Si 0.653
6. C -0.177
7. C -0.260
8. O -0.304
9. C -0.125
10. H 0.070
11. H 0.017
12. H 0.051
13. H 0.041
14. H 0.092
15. H 0.044
16. H 0.079
17. H 0.069
18. H 0.016
19. H -0.043
20. H 0.011
21. H -0.001
22. H 0.037
23. H 0.082
24. H 0.075
25. H 0.093
26. H 0.054
27. H 0.092
28. Cl 0.535
29. C -1.546
30. Cl 0.489
31. Cl 0.548
32. H -0.014
33. Cl 0.511
34. C -1.562
35. Cl 0.526
36. Cl 0.528
37. H -0.028
38. Cl 0.532
39. C -1.548
40. Cl 0.545
41. Cl 0.552
42. H 0.008
43. Cl 0.544
44. C -1.528
45. Cl 0.521
46. Cl 0.543
47. H 0.012
48. Cl 0.526
49. C -1.577
50. Cl 0.521
51. Cl 0.527
52. H -0.055
53. Cl 0.522
54. C -1.540
55. Cl 0.533
56. Cl 0.510
57. H 0.014
58. Cl 0.502
59. C -1.565
60. Cl 0.532
61. Cl 0.510
62. H -0.013
63. Cl 0.512
64. C -1.562
65. Cl 0.519
66. Cl 0.527
67. H 0.010
68. Cl 0.530
69. C -1.533
70. Cl 0.547
71. Cl 0.541
72. H 0.011
73. Cl 0.560
74. C -1.540
75. Cl 0.533
76. Cl 0.534
77. H 0.010

---

The following is a DFT calculation (wB97M-V/def2-TZVPD) of a cluster of 2 separate species, H4N4O in total at a distorted geometry.

Cartesian coordinates (Å):
H 2.144 0.000 -0.168
N 2.011 0.724 -0.854
N 0.941 0.969 -1.400
N 0.277 0.802 -2.399
O -0.762 1.173 -2.964
N -0.587 -0.397 0.329
H -0.752 0.534 0.154
H -0.857 -0.664 1.254
H -0.981 -0.838 -0.535

**Total charge**: 0
**Orbital gap (alpha / beta)**: 8.8 / 8.7 eV
**ΔE to the lowest compared entry with this formula, charge and spin**: 1.8668 eV
**Multiplicity**: 1
**SMILES string**: [H]/N=N/N=O.N

Listed below, in e, are the Löwdin charges computed for each atom:
1. H 0.060
2. N 0.092
3. N -0.083
4. N -0.078
5. O -0.043
6. N 0.026
7. H -0.039
8. H 0.016
9. H 0.049

---

The following is a DFT calculation (wB97M-V/def2-TZVPD) of a structure of composition C20H39N2O2P3Re at a distorted geometry.

Cartesian coordinates (Å):
P 0.709 3.972 1.040
C 0.863 4.220 2.848
H 0.911 5.299 3.027
H 1.783 3.722 3.191
H 0.003 3.754 3.349
C 1.568 5.442 0.365
H 1.071 5.748 -0.565
H 2.591 5.115 0.127
H 1.586 6.248 1.109
C -1.055 4.428 0.780
H -1.402 5.197 1.493
H -1.688 3.528 0.882
H -1.151 4.787 -0.252
P -4.085 -2.549 -0.070
C -4.016 -3.169 1.624
H -4.861 -3.856 1.707
H -4.093 -2.324 2.311
H -3.044 -3.655 1.788
C -5.777 -1.989 -0.258
H -5.962 -1.707 -1.298
H -5.948 -1.116 0.375
H -6.337 -2.886 0.058
C -4.021 -4.018 -1.114
H -4.953 -4.543 -0.890
H -3.125 -4.601 -0.871
H -3.956 -3.726 -2.171
P 3.548 -1.436 -1.665
C 3.940 -2.389 -0.140
H 4.494 -3.284 -0.436
H 3.009 -2.678 0.362
H 4.544 -1.773 0.538
C 4.508 -2.433 -2.843
H 5.423 -2.757 -2.344
H 4.736 -1.833 -3.724
H 3.908 -3.295 -3.146
C 4.715 -0.040 -1.443
H 5.704 -0.408 -1.156
H 4.316 0.635 -0.678
H 4.773 0.496 -2.393
Re -1.265 -0.040 -1.203
C -2.733 0.488 0.144
O -3.560 0.807 0.901
C -0.439 -1.456 0.016
O 0.009 -2.264 0.727
C -1.094 -1.009 -3.039
C 0.114 -0.364 -2.701
C 0.115 0.991 -2.308
C -1.121 1.699 -2.328
C -2.311 1.046 -2.659
C -2.306 -0.301 -2.983
H -1.118 -2.054 -3.294
H 1.036 -0.945 -2.698
H 1.047 1.466 -1.997
H -1.141 2.755 -2.064
H -3.282 1.561 -2.569
H -3.219 -0.859 -3.182
C 0.437 0.235 3.286
N 1.561 -0.376 2.597
C 2.780 -0.575 3.356
C 1.698 -0.181 1.297
N 1.839 -0.036 0.139
H 0.288 -0.255 4.252
H -0.465 0.119 2.678
H 0.641 1.306 3.464
H 3.374 -1.345 2.859
H 3.372 0.354 3.424
H 2.514 -0.892 4.369

**⟨S²⟩**: 3.850
**Total charge**: +4
**Orbital gap (alpha / beta)**: 6.9 / 5.7 eV
**ΔE to the lowest compared entry with this formula, charge and spin**: 0.0573 eV
**Multiplicity**: 4

Listed below, in e, are the Löwdin charges computed for each atom:
1. P 1.042
2. C -0.224
3. H 0.083
4. H 0.061
5. H 0.061
6. C -0.203
7. H 0.069
8. H 0.065
9. H 0.088
10. C -0.223
11. H 0.098
12. H 0.036
13. H 0.053
14. P 0.942
15. C -0.198
16. H 0.090
17. H 0.066
18. H 0.068
19. C -0.201
20. H 0.074
21. H 0.067
22. H 0.094
23. C -0.203
24. H 0.087
25. H 0.071
26. H 0.066
27. P 1.026
28. C -0.218
29. H 0.069
30. H 0.036
31. H 0.065
32. C -0.213
33. H 0.086
34. H 0.069
35. H 0.069
36. C -0.224
37. H 0.089
38. H 0.036
39. H 0.062
40. Re 1.147
41. C -0.156
42. O 0.139
43. C -0.166
44. O 0.128
45. C -0.162
46. C -0.223
47. C -0.203
48. C -0.175
49. C -0.190
50. C -0.190
51. H 0.147
52. H 0.089
53. H 0.130
54. H 0.138
55. H 0.165
56. H 0.147
57. C -0.009
58. N -0.185
59. C -0.001
60. C -0.300
61. N 0.140
62. H 0.118
63. H 0.080
64. H 0.085
65. H 0.096
66. H 0.113
67. H 0.117